Below is 2 unconnected molecules or ions with the total composition C20H31N8O6, with properties calculated with the ωB97M-V functional and the def2-TZVPD basis.

Net charge = +1
E = -1670.03190 a.u.
Maximum force = 0.046 hartree/bohr
LUMO level = -2.4 eV
HOMO-LUMO gap = 8.02 eV

Cartesian coordinates (Å):
O -4.55795 0.93864 2.87396
O -3.32836 -4.62339 2.78038
N 2.45459 -0.78673 -0.93934
N 2.19493 1.47562 -3.79379
O 3.35804 5.53345 -0.82214
O -0.40881 -0.28964 -3.58118
O 3.58778 2.75034 0.02532
O 6.94220 3.93318 -0.51203
C -4.87311 -0.12792 2.37351
C -4.16258 -3.73080 2.84783
C 1.77647 -1.90156 -0.93149
C 3.01037 2.08622 -2.96196
C -1.61665 -1.02054 -0.54634
C 2.50697 0.16602 -1.95316
C 1.88613 0.26921 -3.17677
C -2.17390 -1.04140 0.70241
C -1.61589 1.05650 0.22111
N -1.26215 0.28295 -0.82682
N -5.21043 -3.79653 3.67844
N 0.98804 -2.42694 -1.94709
N 3.23595 1.32557 -1.82413
N -4.29959 -1.24091 2.82579
N -2.17210 0.26995 1.16693
C -5.78656 -0.16958 1.16603
C -5.49155 -4.93590 4.55361
C 4.07140 5.14736 0.36376
C 0.95189 -0.71152 -3.81740
C 1.24994 -2.14575 -3.37046
C 4.13720 1.65077 -0.71166
C 5.53634 2.06422 -1.17984
C 4.61884 3.71721 0.26506
C 5.61360 3.54815 -0.87933
C -2.53805 -2.30418 1.46941
C -3.97704 -2.43493 2.03010
H 3.08970 6.46788 -0.77699
H -0.56214 0.52205 -4.10490
H 7.28881 3.38159 0.20962
H 1.83454 -2.48195 -0.01526
H 3.44846 3.06478 -3.14060
H -1.42392 -1.87486 -1.18557
H -1.45605 2.12961 0.29795
H -0.74863 0.56207 -1.66669
H -5.84376 -3.01341 3.70684
H 0.69122 -3.38131 -1.75816
H -3.82709 -1.14172 3.71448
H -2.57803 0.59566 2.04453
H -6.57670 -0.90056 1.33085
H -6.23862 0.81302 1.03108
H -5.21698 -0.42781 0.27544
H -5.77890 -5.80271 3.95454
H -4.59898 -5.19610 5.12802
H -6.30072 -4.69526 5.24534
H 4.90797 5.83519 0.52624
H 3.40723 5.21835 1.23094
H 1.14374 -0.67832 -4.89560
H 2.29766 -2.37636 -3.59816
H 0.63648 -2.81927 -3.97856
H 4.22098 0.77414 -0.05923
H 5.70381 1.86134 -2.24210
H 6.28747 1.51258 -0.60750
H 5.11231 3.47365 1.21146
H 5.28598 4.12272 -1.75314
H -2.35265 -3.16039 0.81691
H -1.83639 -2.39315 2.30198
H -4.66275 -2.51855 1.18752

natural (NBO) atomic charge list, values in e, 4 entries:
1. O -0.64
2. O -0.61
3. N -0.53
4. N -0.45

=====

Below is a molecular structure, C30H24ClNO3OsPS, with properties calculated with the ωB97M-V functional and the def2-TZVPD basis.

Net charge = +1
E = -2728.05829 a.u.
Maximum force = 0.196 hartree/bohr
<S²> = 6.034
LUMO level (spin up / spin down) = -2.7 / -5.3 eV
Multiplicity = 5
HOMO-LUMO gap (spin up / spin down) = 7.12 / 6.48 eV

Cartesian coordinates (Å):
C 3.29626 1.36681 0.86365
C 1.99197 1.79408 1.37414
C 1.62745 0.95551 2.49636
H 1.34991 2.57338 0.99860
C 2.72786 -0.01411 2.71906
C 3.75928 0.17865 1.66333
H 4.70261 -0.32065 1.55317
H 3.80781 1.81005 0.05220
H 0.69761 1.05912 3.05026
H 2.74405 -0.72729 3.52045
Os 2.11085 -0.26995 0.74853
Cl 0.59290 -1.98735 1.22777
P -2.04520 0.38464 0.60668
C -2.36482 0.35935 2.35646
C -3.16486 1.38808 2.89674
H -3.46363 2.21012 2.25102
C -3.55776 1.31574 4.23616
H -4.25858 2.06815 4.63119
C -3.08375 0.25702 5.03984
H -3.44923 0.15132 6.06342
C -2.14647 -0.68275 4.55823
H -1.75185 -1.48633 5.20991
C -1.74835 -0.59809 3.22556
H -0.97155 -1.25728 2.81884
C -2.17132 1.99670 -0.13454
C -1.56312 3.11429 0.51299
H -0.99966 2.97209 1.44389
C -1.72366 4.37995 -0.05542
H -1.38587 5.27196 0.50213
C -2.37193 4.49901 -1.30494
H -2.58464 5.49922 -1.69300
C -2.75497 3.36476 -2.06218
H -3.24713 3.47666 -3.04578
C -2.55400 2.09737 -1.51856
H -2.70311 1.18790 -2.12413
C -2.75954 -1.00730 -0.30141
C -4.07324 -1.33172 0.07777
H -4.50678 -0.82923 0.93743
C -4.82052 -2.21958 -0.70573
H -5.89453 -2.37996 -0.47688
C -4.18971 -2.86094 -1.80342
H -4.78482 -3.52579 -2.45651
C -2.80622 -2.66946 -2.08677
H -2.33582 -3.21969 -2.93196
C -2.07622 -1.75816 -1.30700
H -0.99904 -1.60249 -1.44993
O 1.83583 0.77188 -2.47091
C 2.38498 -0.34346 -2.26966
N 1.99415 -1.20318 -1.25319
S 2.84167 -2.67209 -1.02532
O 3.56844 -2.64447 0.18441
O 2.01562 -3.80404 -1.37662
C 3.91753 -2.15135 -2.35915
C 5.15767 -2.75107 -2.57279
C 5.99333 -2.09927 -3.46700
C 5.62349 -0.88138 -4.08229
C 4.39862 -0.28800 -3.81407
C 3.53265 -0.94626 -2.93625
H 5.37117 -3.68081 -2.04085
H 6.95550 -2.55959 -3.68830
H 6.30597 -0.39402 -4.78312
H 4.00670 0.66331 -4.22249

natural (NBO) atomic charge list, values in e, 4 entries:
1. C -0.33
2. C -0.30
3. C -0.25
4. H 0.26

=====

Below is C5H9NO in the gas phase, with properties calculated with the ωB97M-V functional and the def2-TZVPD basis.

Net charge = 0
Energy above the lowest of the compared OMol25 structures with the same formula, charge and spin = 62.5 kcal/mol
E = -325.83791 a.u.
Maximum force = 0.012 hartree/bohr
SMILES = CC(=O)[C@@H]1CN1C
LUMO level = 1.0 eV
HOMO-LUMO gap = 10.19 eV

Cartesian coordinates (Å):
C 1.80406 0.43459 -1.65160
C 0.87663 1.13890 -0.68274
O 1.15844 2.25622 -0.29868
C -0.37235 0.57205 -0.00130
C 0.14602 -0.07834 1.22073
N -0.63011 -0.85067 0.26693
C -1.95735 -1.27762 0.77261
H 2.60746 1.14655 -1.86564
H 2.25091 -0.50017 -1.29312
H 1.26054 0.21068 -2.57265
H -1.18548 1.29663 0.00350
H -0.23798 0.15856 2.20983
H 1.22461 -0.23856 1.15158
H -1.97679 -2.37462 0.80455
H -2.79135 -0.95908 0.13770
H -2.17725 -0.93514 1.79830

natural (NBO) atomic charge list, values in e, 4 entries:
1. C -0.72
2. C 0.59
3. O -0.55
4. C -0.19

=====

Below is a molecular structure, C14H17IMgN2O2, with properties calculated with the ωB97M-V functional and the def2-TZVPD basis.

Net charge = 0
E = -1301.50178 a.u.
Maximum force = 0.079 hartree/bohr
LUMO level = -1.6 eV
HOMO-LUMO gap = 3.51 eV

Cartesian coordinates (Å):
C 1.38585 0.71314 2.77235
C 1.43725 -0.77288 2.62227
H 2.33624 1.13522 2.53452
H 1.21799 0.94779 3.75416
H 0.52240 1.13217 2.17538
H 1.56268 -1.64382 1.90089
H 2.17580 -1.03203 3.38700
H 0.40654 -0.97933 2.85015
C -0.81588 2.75417 -2.24194
C -0.16404 3.51116 -3.23800
C 0.31635 2.83583 -4.37471
C 0.14992 1.45888 -4.47813
H -1.20723 3.21390 -1.34115
H -0.05272 4.56692 -3.09750
H 0.81180 3.39055 -5.16512
H 0.51210 0.89963 -5.33838
N -0.99763 1.42348 -2.37012
C -0.49358 0.74985 -3.44916
C -0.66007 -0.72109 -3.43522
N -1.28838 -1.26309 -2.35782
C -1.39096 -2.60821 -2.23334
C -0.31581 -2.93971 -4.36868
C -0.91931 -3.48485 -3.23088
H -1.86584 -2.98376 -1.32947
H -1.03737 -4.54654 -3.09083
C -0.17271 -1.54438 -4.48146
H 0.28940 -1.08040 -5.32702
H 0.05046 -3.57565 -5.16348
Mg -1.87111 0.22180 -1.01811
I 2.19869 -0.37895 0.02287
C -3.55647 0.81872 2.47796
C -2.94043 0.54685 1.14845
O -3.65454 0.56851 0.06001
O -1.66290 0.30187 1.04558
H -3.21028 0.08050 3.20278
H -4.64184 0.78594 2.38625
H -3.24877 1.81141 2.82020

natural (NBO) atomic charge list, values in e, 4 entries:
1. C -0.59
2. C -0.66
3. H 0.20
4. H 0.18

=====

Below is a molecular structure, C37H40N6O2SSeW, with properties calculated with the ωB97M-V functional and the def2-TZVPD basis.

Net charge = +2
Energy above the lowest of the compared OMol25 structures with the same formula, charge and spin = 32.5 kcal/mol
E = -4779.11022 a.u.
Maximum force = 0.070 hartree/bohr
LUMO level = -7.6 eV
HOMO-LUMO gap = 5.51 eV

Cartesian coordinates (Å):
W -0.23420 0.43681 -0.19892
C -1.14352 -1.50571 3.51788
C -0.79467 -0.01765 3.62258
C 0.60295 0.37362 3.15301
N 0.90981 0.60545 1.71747
C 2.20926 0.88801 1.50617
C 3.17461 0.89654 2.54268
C 4.54592 1.03831 2.53499
C 5.42805 1.26856 1.48422
C 5.07333 1.50094 0.17796
C 3.79614 1.55735 -0.37560
C 2.53225 1.30815 0.14901
N 1.42589 1.51971 -0.63061
C 1.52115 2.57737 -1.64619
C 0.17166 3.26834 -1.79039
C -0.41619 3.59147 -0.41861
N -0.93288 2.37811 0.23616
C -2.00891 2.51715 1.02039
C -2.31764 3.73581 1.64877
C -3.43051 4.13395 2.35664
C -4.64216 3.46873 2.50870
C -4.93830 2.20288 2.05024
C -4.08767 1.23844 1.51878
C -2.73222 1.28415 1.20383
N -2.00263 0.16057 0.91481
C -2.56328 -1.08559 1.48799
C -1.49675 -1.97579 2.10839
H -0.31287 -2.10103 3.90483
H -2.00426 -1.69113 4.16488
H -1.55902 0.61237 3.17691
H -0.79213 0.21917 4.68896
H 0.84912 1.30751 3.66880
H 1.26854 -0.41518 3.51898
H 2.79163 0.76224 3.54036
H 5.00888 0.94587 3.51050
H 6.48248 1.30028 1.72440
H 5.88265 1.69545 -0.51507
H 3.79290 1.80027 -1.43097
H 2.24784 3.31783 -1.30167
H 1.84520 2.18686 -2.61306
H 0.31441 4.19403 -2.34816
H -0.52591 2.65662 -2.35448
H 0.34973 4.07620 0.19893
H -1.24133 4.29072 -0.55853
H -1.52487 4.47209 1.60293
H -3.37162 5.11903 2.80319
H -5.43357 4.00099 3.02017
H -5.96561 1.88299 2.17613
H -4.58209 0.30549 1.27959
H -3.25897 -0.83597 2.28992
H -3.12768 -1.63479 0.73331
H -1.86933 -3.00052 2.16537
H -0.60569 -1.99877 1.49118
N -1.99987 -1.74805 -1.44920
C -3.02481 -0.83021 -1.94919
C -2.48781 0.58750 -1.73115
O -3.15492 1.56148 -1.54445
O -1.13754 0.62345 -1.78177
H -1.37437 -1.99918 -2.21093
H -2.40971 -2.62314 -1.13778
H -3.96957 -0.94167 -1.42188
H -3.21271 -0.95941 -3.01848
Se 1.05269 -1.63826 -0.33854
C 1.40287 -3.24517 0.77574
C 0.97330 -4.45363 0.25527
C 1.31661 -5.62441 0.91345
C 2.07530 -5.57058 2.07511
C 2.48205 -4.34734 2.58908
C 2.14612 -3.16749 1.94008
H 0.40566 -4.47689 -0.66541
H 1.01075 -6.57528 0.49982
H 2.36771 -6.48614 2.56982
H 3.08647 -4.31010 3.48508
H 2.48361 -2.21319 2.32329
S 3.11149 -1.26207 -4.33669
C 2.41510 -0.49594 -2.97403
N 1.15402 -0.20144 -3.01635
C 0.63930 -0.56172 -4.25967
C -0.65532 -0.33249 -4.73887
C -0.99484 -0.76326 -6.00439
C -0.07031 -1.42216 -6.82013
C 1.22150 -1.63336 -6.38730
C 1.56557 -1.18854 -5.11533
H 3.03863 -0.31256 -2.11055
H -1.37048 0.20885 -4.14136
H -1.98860 -0.56853 -6.38435
H -0.36123 -1.74682 -7.80922
H 1.95541 -2.11654 -7.01747

natural (NBO) atomic charge list, values in e, 4 entries:
1. W 1.86
2. C -0.40
3. C -0.40
4. C -0.24